Run a
{"formula": "C3H3Br", "method": "wB97M-V/def2-TZVPD", "elements": ["Br", "H", "H", "C", "C", "C", "H"], "coordinates": [[3.26549, 0.07536, 0.06156], [-0.09109, -1.24203, -0.48103], [-1.45268, 1.28010, -0.85846], [-0.34851, -0.63395, 0.25656], [0.30341, 0.72224, 0.29539], [-0.75540, 0.76393, -0.36295], [-0.92121, -0.96566, 1.08893]], "lowdin_charge": [-0.14, 0.04, 0.06, -0.04, -0.01, 0.00, 0.08], "e_lumo_ha": [-0.1302, -0.1301], "gap_ev": [5.87, 5.87], "homo_energy_ev": [-9.41, -9.41]}

=====

Run b
{"formula": "C3H3Br", "method": "wB97M-V/def2-TZVPD", "elements": ["C", "H", "H", "H", "Br", "C", "C"], "coordinates": [[-0.85056, 0.11529, 0.10763], [0.31389, -1.85600, -0.80646], [-1.09695, 0.95391, -0.64045], [-1.44077, -0.14163, 1.00380], [2.16813, 1.55667, 0.61207], [0.27067, -0.83818, -0.44600], [0.63558, 0.20995, 0.16941]], "lowdin_charge": [-0.13, 0.10, 0.10, 0.09, 0.50, -0.05, -0.60], "smiles": "BrC1=CC1", "e_lumo_ha": 0.0048, "gap_ev": 9.74, "homo_energy_ev": -9.61}

=====

Tell me which of them is the least stable. Sure, it is run a.

=====

Run a
{"formula": "C8H18O", "method": "wB97M-V/def2-TZVPD", "elements": ["H", "C", "C", "C", "H", "H", "H", "H", "H", "O", "H", "H", "H", "H", "C", "H", "H", "H", "H", "H", "H", "C", "C", "C", "H", "H", "C"], "coordinates": [[-1.49032, 1.66789, 1.01357], [-1.15121, 0.33347, -1.30473], [0.67708, -0.17778, 0.47478], [1.33597, 1.22713, 0.44027], [-1.43562, 0.31386, 2.14807], [-0.52825, -0.13365, -2.07346], [-1.45023, -1.88588, 2.06715], [0.65683, 1.98584, 0.84020], [-2.19751, 0.15991, -1.58394], [-1.05758, -2.37437, 1.32658], [2.63085, 1.01772, -1.30459], [1.45554, -1.09302, -1.36374], [2.18534, 1.20456, 1.13711], [-2.48070, -1.71790, 0.01436], [-0.85425, -0.23391, 0.09541], [2.59613, -1.09216, -0.00630], [2.38060, 2.67409, -0.76542], [1.10228, 1.84430, -1.64628], [0.72991, -0.47848, 1.53237], [1.26152, -2.22840, -0.02117], [-0.98115, -2.27582, -0.71018], [1.88451, 1.70653, -0.89892], [-1.67355, 0.59367, 1.11650], [-1.38988, -1.69376, 0.12286], [-2.74989, 0.44265, 0.97196], [-0.99691, 1.41583, -1.34345], [1.54050, -1.20233, -0.27900]], "lowdin_charge": [0.08, -0.05, -0.31, -0.22, 0.08, 0.08, 0.08, 0.10, 0.09, -0.06, 0.07, 0.08, 0.11, 0.12, -0.49, 0.08, 0.07, 0.06, 0.13, 0.07, 0.12, -0.11, -0.05, -0.23, 0.09, 0.08, -0.07], "smiles": "CC[C@H](C)C(C)(C)CO", "e_lumo_ha": 0.0297, "gap_ev": 10.83, "homo_energy_ev": -10.02}

=====

Run b
{"formula": "C8H18O", "method": "wB97M-V/def2-TZVPD", "elements": ["H", "C", "C", "O", "C", "H", "H", "C", "H", "H", "C", "C", "H", "C", "H", "H", "H", "H", "H", "H", "H", "C", "H", "H", "H", "H", "H"], "coordinates": [[0.80782, -0.53767, -0.72327], [1.01744, 1.28490, -2.80245], [-0.58860, 2.51759, -1.22658], [1.65050, 1.95912, -0.59621], [-0.19304, -1.12108, 1.11893], [-0.78719, 3.31299, -1.96449], [-0.65792, 2.95113, -0.21473], [-0.51934, 0.31962, 1.52315], [0.29787, 0.99650, 1.22217], [0.87336, 2.02535, -3.60718], [-0.01516, -1.19721, -0.40029], [1.10146, -1.56370, 1.80730], [2.04524, 0.88995, -2.86767], [0.78272, 1.92415, -1.45326], [-0.65049, 0.39063, 2.61602], [0.98884, -1.51422, 2.90342], [0.22062, -2.23008, -0.70722], [-1.11847, -3.08557, 1.26089], [-1.47963, -1.99904, 2.63869], [-2.27948, -1.73652, 1.05735], [1.93721, -0.90835, 1.50956], [-1.33910, -2.04303, 1.54556], [1.35000, -2.60076, 1.52562], [-1.45035, 0.65315, 1.03469], [-1.36410, 1.74009, -1.33009], [0.31029, 0.45302, -2.95907], [-0.94040, -0.88103, -0.91076]], "lowdin_charge": [0.07, -0.04, -0.03, 0.05, -0.68, 0.09, 0.09, -0.07, 0.07, 0.09, -0.07, -0.07, 0.09, -0.52, 0.09, 0.09, 0.09, 0.08, 0.08, 0.08, 0.09, -0.08, 0.08, 0.08, 0.08, 0.08, 0.08], "smiles": "CC(C)(C)C.CC(C)=O", "e_lumo_ha": 0.0291, "gap_ev": 10.57, "homo_energy_ev": -9.78}

=====

Tell me which of them is the least stable. Sure, it is run a.

=====

Run a
{"formula": "ClHNO2S2", "method": "wB97M-V/def2-TZVPD", "elements": ["Cl", "O", "O", "H", "S", "S", "N"], "coordinates": [[1.38624, -2.62802, -0.87627], [2.03299, 1.70245, 1.16597], [3.86264, 1.00158, -0.24137], [-0.74813, -1.33232, 1.02781], [1.35166, -1.50950, 0.96494], [2.46716, 0.84111, 0.08842], [0.05418, -0.70972, 0.71898]], "lowdin_charge": [-0.14, -0.51, -0.50, -0.04, 0.17, 0.64, -0.62], "e_lumo_ha": [0.1357, 0.1357], "gap_ev": [7.38, 7.38], "total_charge": -1, "homo_energy_ev": [-3.69, -3.69]}

=====

Run b
{"formula": "ClHNO2S2", "method": "wB97M-V/def2-TZVPD", "elements": ["O", "N", "Cl", "O", "S", "H", "S"], "coordinates": [[-0.12554, 0.57894, 2.06037], [-0.32509, 0.32133, -0.32584], [-1.43078, -2.42898, -2.06103], [1.78381, 0.75620, 0.28328], [0.55564, -0.14126, 0.94984], [1.20279, 1.27693, -0.41423], [-1.66083, -0.36315, -0.49239]], "lowdin_charge": [-0.53, -0.87, -0.44, -0.40, 0.69, 0.07, 0.48], "e_lumo_ha": 0.1127, "gap_ev": 7.53, "total_charge": -1, "homo_energy_ev": -4.47}

=====

Tell me which of them is the least stable. Sure, it is run b.